Record 1
{"formula": "C5H12N3S", "method": "the ωB97M-V functional and the def2-TZVPD basis", "species": ["C", "C", "C", "C", "C", "N", "N", "N", "S", "H", "H", "H", "H", "H", "H", "H", "H", "H", "H", "H", "H"], "xyz": [[0.253253, 1.397396, -1.916281], [2.751167, 0.993039, -1.049718], [-0.757342, -2.154393, 1.723287], [-1.565046, -0.857007, 1.545829], [-0.729008, 0.345779, 1.055129], [-0.163002, 1.846993, -2.999679], [-0.162738, 0.282527, -1.301370], [0.247596, 0.063912, 0.034788], [1.602382, 2.031806, -0.726492], [3.590593, 0.955081, -0.433997], [2.549688, 0.221203, -1.826366], [-1.413279, -2.949661, 2.211955], [-0.412186, -2.612259, 0.775376], [0.085518, -1.804977, 2.368660], [-2.172528, -0.547764, 2.420100], [-2.378797, -0.956236, 0.810110], [-1.473160, 1.040951, 0.732059], [-0.170518, 0.922523, 1.938891], [0.203549, 2.658596, -3.536310], [-0.822385, -0.235816, -1.888052], [0.936242, -0.641692, 0.062082]], "atomic_forces_ev_per_a": [[0.10, 1.22, -0.94], [-1.09, -0.77, -1.80], [-0.85, 0.08, 0.93], [-0.75, 0.12, -0.77], [0.73, 0.02, 3.32], [0.62, 0.57, -0.10], [-0.09, -0.77, 0.25], [-1.73, 1.71, -2.18], [-0.17, 0.55, 0.07], [1.61, 0.16, 0.60], [0.50, 0.51, 0.69], [1.15, 1.10, -0.34], [-0.01, 0.52, 0.46], [-0.32, -1.14, -0.32], [0.86, -0.26, 0.00], [0.31, -0.40, -0.15], [0.03, 0.78, -0.80], [-1.01, -1.48, -1.60], [-0.18, -0.92, 1.03], [0.05, -0.42, 0.93], [0.25, -1.14, 0.72]], "lowdin_charge": [-0.62, -0.26, -0.11, -0.26, -0.22, 0.16, -0.02, -0.12, 1.19, 0.03, 0.09, 0.10, 0.07, 0.08, 0.12, 0.10, 0.11, 0.16, 0.11, 0.18, 0.11], "max_force_ha_per_bohr": 0.0661, "e_tot_ev": -20674.56025, "charge": 1, "multiplicity": 1, "homo_ev": -13.706, "e_above_lowest_ev": 4.2924}



Record 2
{"formula": "C4H4N2S", "method": "the ωB97M-V functional and the def2-TZVPD basis", "species": ["C", "C", "C", "N", "N", "C", "S", "H", "H", "H", "H"], "xyz": [[2.030079, 0.036314, -0.006969], [0.697878, -0.068650, -0.007488], [-0.165336, 1.118846, -0.007891], [-1.432170, 1.230993, -0.003247], [-2.270619, 0.100414, -0.004158], [-1.791124, -1.086091, -0.012015], [-0.121820, -1.630712, -0.002346], [2.685674, -0.859038, -0.010003], [2.490344, 1.012944, 0.016269], [0.379103, 2.055184, 0.015495], [-2.502005, -1.910207, 0.022358]], "atomic_forces_ev_per_a": [[0.12, -0.85, 0.05], [0.03, -0.16, -0.04], [0.11, -0.14, 0.13], [-0.02, -0.09, -0.04], [0.25, -0.74, -0.05], [0.00, 0.64, 0.18], [-0.16, 0.22, -0.05], [-0.51, 0.78, 0.01], [0.06, 0.04, -0.05], [0.04, 0.18, -0.05], [0.09, 0.11, -0.09]], "lowdin_charge": [-0.02, -0.60, -0.18, 0.02, -0.04, -0.48, 0.99, 0.07, 0.06, 0.11, 0.07], "max_force_ha_per_bohr": 0.0182, "e_tot_ev": -18025.87689, "multiplicity": 1, "homo_ev": -8.714, "e_above_lowest_ev": 2.3639}



Record 3
{"formula": "C28H69O6PSSi2", "method": "the ωB97M-V functional and the def2-TZVPD basis", "species": ["O", "C", "O", "C", "C", "Si", "O", "Si", "C", "S", "O", "O", "P", "O", "H", "H", "H", "H", "H", "H", "H", "H", "H", "H", "H", "H", "H", "C", "C", "C", "C", "C", "C", "H", "H", "H", "H", "H", "H", "H", "H", "H", "H", "H", "H", "H", "H", "C", "C", "C", "C", "C", "C", "H", "H", "H", "H", "H", "H", "H", "H", "H", "H", "H", "H", "H", "H", "C", "C", "C", "C", "C", "C", "H", "H", "H", "H", "H", "H", "H", "H", "H", "H", "H", "H", "H", "H", "C", "C", "C", "C", "C", "C", "H", "H", "H", "H", "H", "H", "H", "H", "H", "H", "H", "H", "H", "H"], "xyz": [[-5.453325, -1.132719, -7.674706], [-4.143726, -1.482472, -7.594445], [-3.663733, -2.835594, -7.914678], [-2.274718, -3.053700, -7.450801], [-2.132978, -4.278878, -6.345036], [-2.974805, -3.921592, -4.650735], [-1.868803, -3.455885, -3.358962], [-0.868228, -2.081728, -3.806343], [-0.111559, -1.409651, -2.122687], [-1.457139, -0.342009, -1.339081], [-1.326965, 1.089890, -1.963944], [-2.907303, -0.852763, -1.693079], [-4.060593, -5.721148, -3.875355], [-3.029110, -6.462367, -2.881911], [-3.393907, -0.644340, -7.247130], [-1.739436, -2.054431, -7.086093], [-1.663832, -3.380230, -8.423047], [-0.965841, -4.448332, -6.210359], [-2.597359, -5.241366, -6.871138], [-4.035605, -2.909438, -4.878458], [-1.592269, -1.024448, -4.500853], [0.243046, -2.510256, -4.652864], [0.911410, -0.862204, -2.276095], [0.065046, -2.310773, -1.364858], [-1.369069, -0.304753, 0.086191], [-4.524296, -6.583155, -4.936426], [-5.127335, -5.224301, -3.015732], [-3.498616, 4.441675, 4.034786], [-2.612817, 4.760962, 2.841146], [-2.888032, 3.861816, 1.635439], [-2.622999, 2.368146, 1.863664], [-1.198571, 2.024853, 2.305655], [-0.149868, 2.397305, 1.268569], [-3.340686, 3.421415, 4.396535], [-3.278753, 5.122510, 4.861934], [-4.555570, 4.555017, 3.773434], [-1.558455, 4.696306, 3.138927], [-2.782576, 5.802648, 2.547912], [-2.287928, 4.215246, 0.788015], [-3.934822, 3.984770, 1.330829], [-2.847999, 1.829736, 0.934585], [-3.326089, 1.981120, 2.610404], [-1.140209, 0.944865, 2.489277], [-0.962643, 2.510122, 3.258627], [-0.338749, 1.879504, 0.322897], [0.846413, 2.111717, 1.619839], [-0.136021, 3.474059, 1.075741], [-1.384374, -0.752836, 8.732625], [-2.082419, 0.590972, 8.597452], [-2.558607, 0.876225, 7.172737], [-1.445960, 0.965423, 6.120387], [-0.371004, 2.017140, 6.404226], [-0.921309, 3.435037, 6.432017], [-0.484038, -0.807056, 8.113605], [-1.081584, -0.919197, 9.770263], [-2.053891, -1.567748, 8.439421], [-1.414948, 1.388176, 8.948849], [-2.949766, 0.603784, 9.266377], [-3.137013, 1.808215, 7.174478], [-3.260946, 0.090487, 6.867765], [-1.905115, 1.178008, 5.146897], [-0.962202, -0.012619, 6.014757], [0.394559, 1.954787, 5.620948], [0.139776, 1.801807, 7.348704], [-1.389926, 3.687877, 5.475691], [-0.113218, 4.150013, 6.614566], [-1.663318, 3.565627, 7.225202], [2.010978, -4.175322, -6.624167], [3.171988, -4.407563, -7.577832], [2.843761, -5.408531, -8.686103], [2.512324, -6.826882, -8.204636], [3.604258, -7.496556, -7.367128], [4.901620, -7.697436, -8.135596], [1.722313, -5.093559, -6.104312], [2.287154, -3.439044, -5.864120], [1.137442, -3.795354, -7.163484], [4.053080, -4.733948, -7.010661], [3.443719, -3.451353, -8.037984], [3.686535, -5.447011, -9.387113], [1.991561, -5.031945, -9.265424], [2.302182, -7.451091, -9.082076], [1.583697, -6.808576, -7.622346], [3.239111, -8.476555, -7.035812], [3.800824, -6.919956, -6.457075], [4.735086, -8.317326, -9.022215], [5.640845, -8.199080, -7.503593], [5.333450, -6.744920, -8.456547], [1.173443, 5.951938, 4.085185], [2.274787, 5.312932, 3.254479], [2.955014, 4.141632, 3.963903], [3.679906, 4.502381, 5.266888], [4.763832, 5.573824, 5.127906], [5.904518, 5.148572, 4.215745], [1.559554, 6.368677, 5.020054], [0.705294, 6.768716, 3.528624], [0.397929, 5.218810, 4.328910], [3.012200, 6.075792, 2.973764], [1.840281, 4.950430, 2.316551], [3.661864, 3.671439, 3.269320], [2.202701, 3.375005, 4.187467], [4.130291, 3.590145, 5.677595], [2.948932, 4.835934, 6.012653], [5.173363, 5.787952, 6.122860], [4.333495, 6.513492, 4.765779], [6.382575, 4.238353, 4.591312], [6.662791, 5.936109, 4.167409], [5.558025, 4.960600, 3.195263]], "atomic_forces_ev_per_a": [[8.95, -2.87, 0.31], [-6.70, 0.84, -0.53], [0.25, 3.86, 1.98], [1.88, -0.48, -0.77], [0.68, 0.02, -1.73], [1.11, 0.59, 0.64], [-0.20, 1.42, -3.19], [-0.90, -1.48, 2.17], [0.45, -0.95, 1.48], [-4.64, 3.68, -4.38], [0.66, -4.61, 2.72], [5.43, 0.51, 1.74], [3.24, -2.51, 4.31], [-2.79, 1.78, -3.08], [-1.01, -2.06, -0.72], [-1.43, -2.02, -0.56], [-1.38, 0.64, 2.12], [-2.41, 0.19, -0.31], [1.05, 1.97, 1.24], [0.26, 0.17, 0.11], [-0.27, 0.14, -0.09], [0.24, -0.16, -0.05], [-2.19, -0.59, 0.50], [-0.42, 1.76, -1.68], [0.32, -0.21, -1.41], [-0.29, 0.71, 0.46], [0.09, -0.36, -1.24], [-0.04, 0.08, 0.15], [-0.02, -0.02, -0.06], [0.12, 0.01, -0.18], [-0.09, -0.01, 0.15], [-0.10, -0.02, -0.11], [0.23, -0.04, 0.10], [-0.08, 0.08, -0.02], [-0.09, -0.09, -0.01], [0.07, -0.05, 0.04], [-0.08, -0.01, -0.09], [0.07, -0.07, -0.01], [-0.07, -0.08, 0.07], [0.09, -0.01, 0.04], [0.01, 0.06, 0.02], [0.03, 0.04, -0.06], [-0.03, 0.05, 0.10], [-0.05, -0.03, 0.00], [0.02, 0.21, -0.02], [-0.02, 0.06, -0.07], [-0.01, -0.13, -0.05], [0.12, -0.07, 0.15], [-0.05, 0.04, -0.02], [-0.07, 0.17, -0.05], [0.05, -0.13, 0.06], [-0.04, -0.05, -0.14], [0.16, 0.14, 0.09], [-0.09, -0.03, 0.05], [-0.01, -0.07, -0.10], [0.10, 0.04, 0.00], [-0.10, -0.05, -0.08], [0.06, 0.05, -0.06], [0.06, -0.08, -0.04], [0.06, 0.05, 0.04], [0.04, 0.01, 0.06], [-0.07, 0.05, 0.01], [-0.04, -0.04, 0.08], [-0.04, -0.05, -0.06], [0.04, 0.00, 0.15], [-0.12, 0.01, -0.03], [0.03, 0.02, -0.10], [0.05, 0.06, 0.22], [0.04, -0.01, -0.10], [0.14, -0.08, -0.11], [-0.10, 0.05, 0.10], [-0.12, -0.11, -0.08], [0.18, -0.03, 0.11], [-0.01, 0.07, -0.03], [-0.10, -0.05, -0.03], [0.01, -0.02, 0.02], [-0.11, 0.01, -0.11], [0.03, -0.09, 0.02], [-0.10, -0.02, 0.07], [0.06, 0.00, 0.05], [0.04, 0.04, 0.08], [0.05, 0.01, -0.06], [0.01, 0.15, 0.00], [-0.06, -0.01, -0.05], [0.05, 0.08, 0.05], [-0.03, 0.04, -0.14], [-0.02, -0.11, 0.00], [-0.07, 0.18, -0.04], [0.03, -0.05, -0.02], [0.15, -0.06, -0.08], [-0.13, 0.06, 0.06], [0.00, -0.11, 0.14], [0.13, 0.15, -0.09], [-0.06, -0.05, -0.06], [-0.04, -0.06, 0.10], [0.06, 0.08, 0.04], [-0.04, -0.13, 0.04], [0.07, 0.01, 0.03], [-0.05, 0.03, 0.09], [0.01, 0.06, -0.02], [-0.01, 0.08, -0.04], [0.03, -0.05, -0.07], [-0.10, 0.01, -0.10], [-0.03, -0.07, 0.04], [-0.04, 0.06, -0.08], [-0.02, -0.14, -0.04], [0.06, -0.01, 0.09]], "lowdin_charge": [-0.06, -0.15, -0.12, -0.25, -0.27, 0.44, -0.44, 0.56, -0.36, 0.73, -0.45, -0.45, 0.62, -0.60, 0.16, 0.12, 0.14, 0.08, 0.11, 0.00, -0.01, -0.03, 0.09, 0.10, 0.09, -0.02, -0.01, -0.12, -0.26, -0.21, -0.21, -0.27, -0.10, 0.05, 0.07, 0.08, 0.08, 0.11, 0.11, 0.11, 0.10, 0.10, 0.10, 0.08, 0.04, 0.07, 0.07, -0.12, -0.27, -0.23, -0.22, -0.26, -0.10, 0.07, 0.07, 0.08, 0.10, 0.11, 0.10, 0.11, 0.09, 0.10, 0.09, 0.10, 0.04, 0.07, 0.08, -0.13, -0.27, -0.23, -0.23, -0.27, -0.12, 0.07, 0.06, 0.06, 0.10, 0.11, 0.10, 0.11, 0.11, 0.10, 0.11, 0.10, 0.08, 0.07, 0.07, -0.11, -0.26, -0.23, -0.23, -0.27, -0.12, 0.07, 0.07, 0.05, 0.10, 0.10, 0.10, 0.10, 0.11, 0.10, 0.11, 0.10, 0.08, 0.07, 0.07], "max_force_ha_per_bohr": 0.1830, "e_tot_ev": -78316.56253, "multiplicity": 1, "homo_ev": -9.371}



Record 4
{"formula": "C2H5O2S", "method": "the ωB97M-V functional and the def2-TZVPD basis", "species": ["C", "S", "H", "H", "H", "O", "C", "O", "H", "H"], "xyz": [[-0.899301, 1.334774, 1.603212], [-1.778376, 0.515633, 0.253826], [0.092748, 1.640934, 1.260367], [-1.407747, 2.211298, 1.989532], [-0.716500, 0.660263, 2.431330], [2.724404, -1.043925, -0.785927], [1.583455, -0.574478, -0.890045], [0.483846, -1.141130, -0.691083], [1.504393, 0.464946, -1.296092], [-0.667464, -0.302547, -0.173489]], "atomic_forces_ev_per_a": [[0.78, -0.09, 0.00], [-0.17, 0.05, 0.01], [-0.13, 0.12, -0.05], [-0.28, 0.09, -0.14], [-0.14, -0.21, 0.22], [-0.12, 0.12, 0.12], [0.82, 0.05, -0.66], [-0.60, -0.50, 0.49], [0.01, 0.23, 0.19], [-0.17, 0.15, -0.17]], "lowdin_charge": [-0.56, 0.50, 0.01, 0.00, 0.01, -0.10, -0.65, -0.17, 0.10, -0.15], "max_force_ha_per_bohr": 0.0205, "e_tot_ev": -17086.73564, "charge": -1, "multiplicity": 1, "homo_ev": -4.562, "e_above_lowest_ev": 0.4043}



Question: Which formula does entry 2 have?
Answer: C4H4N2S